A cluster of 2 separate species, C2H7S2 in total at a distorted geometry. Source: OMol25; level of theory: the ωB97M-V functional and the def2-TZVPD basis.

Calculated values
electronic energy: -23858.581 eV
net charge: -1
gap between HOMO and LUMO: 6.100 eV
E_HOMO: -2.78 eV
energy relative to the best compared isomer or geometry (same formula, charge and spin): 0.634 eV
lowest unoccupied orbital energy: 3.3 eV

Geometry (Å):
S1 2.4529 -0.9282 -0.9941
H1 3.1225 -1.5396 0.0603
C1 -0.6781 0.2883 1.4554
S2 -1.8574 0.4726 0.0418
C2 -0.6387 0.2800 -1.2844
H2 -1.3330 0.0183 2.3887
H3 -0.1122 1.1930 1.7478
H4 -0.0265 -0.5192 1.1803
H5 -1.0285 -0.0992 -2.2389
H6 -0.0838 1.2002 -1.3585
H7 0.1828 -0.3663 -0.9985


A cluster of 2 separate species, C2H7S3 in total. Source: OMol25; level of theory: the ωB97M-V functional and the def2-TZVPD basis.

Calculated values
electronic energy: -34694.529 eV
net charge: -1
gap between HOMO and LUMO: 5.823 eV
E_HOMO: -2.29 eV
energy relative to the best compared isomer or geometry (same formula, charge and spin): 0.297 eV
lowest unoccupied orbital energy: 3.5 eV

Geometry (Å):
C1 -1.2944 -0.6831 2.2213
S1 -1.8779 -1.6126 0.7923
H1 -2.0426 -0.8329 2.9851
H2 -0.3181 -1.0506 2.5299
H3 -1.2148 0.3745 2.0014
C2 1.2245 1.3735 -1.9925
S2 1.1254 0.4283 -0.4486
S3 1.6225 -1.4731 -1.0626
H4 2.1300 1.0388 -2.4855
H5 1.2895 2.4299 -1.7346
H6 0.3938 1.1469 -2.6692
H7 -1.0380 -1.1396 -0.1370


A cluster of 2 separate species, C2H8 in total. Source: OMol25; level of theory: the ωB97M-V functional and the def2-TZVPD basis.

Calculated values
SMILES: C.C
electronic energy: -2203.627 eV
gap between HOMO and LUMO: 14.340 eV
E_HOMO: -13.29 eV
energy relative to the best compared isomer or geometry (same formula, charge and spin): 0.007 eV
lowest unoccupied orbital energy: 1.0 eV

Geometry (Å):
C1 -0.8775 -1.7841 1.3924
H1 -1.2603 -1.4940 2.3820
H2 -1.7209 -1.9376 0.7030
H3 -0.3018 -2.7172 1.4808
H4 -0.2264 -0.9876 1.0031
C2 0.8774 1.7839 -1.3923
H5 1.4966 0.8929 -1.5726
H6 -0.1852 1.4996 -1.3966
H7 1.0618 2.5252 -2.1839
H8 1.1364 2.2190 -0.4158